An isolated molecule of C5H10BNO4 in a non-equilibrium geometry. Source: OMol25; level of theory: ωB97M-V with the def2-TZVPD basis set.

The value obtained for the energy is -15705.677 eV. The frontier orbital gap is 10.273 eV. The largest force on an atom comes out at 4.2 eV/Å. The LUMO energy is 0.5 eV. The SMILES is O=C(O)[C@]1(B(O)O)CCCN1.

Structure (ORCA input):
```
! wB97M-V def2-TZVPD RIJCOSX def2/J DEFGRID3
* xyz 0 1
O -2.57 1.92 0.50
C -1.72 1.57 -0.26
O -1.20 2.39 -1.18
C -1.01 0.22 -0.05
B -1.98 -1.03 -0.11
O -3.34 -1.13 0.29
O -1.64 -2.11 -0.81
C -0.07 0.26 1.19
C 1.31 0.66 0.73
C 1.46 -0.13 -0.56
N 0.24 0.15 -1.30
H -0.37 1.93 -1.48
H -3.63 -0.31 0.65
H -2.38 -2.69 -0.63
H 0.14 -0.72 1.65
H -0.41 0.88 1.91
H 1.46 1.71 0.51
H 2.10 0.27 1.20
H 2.29 0.03 -1.17
H 1.53 -1.24 -0.37
H -0.03 -0.56 -1.93
*
```

A cluster of 2 separate species, C5H10BrI in total in a non-equilibrium geometry. Source: OMol25; level of theory: ωB97M-V with the def2-TZVPD basis set.

The value obtained for the energy is -83485.474 eV. The frontier orbital gap is 7.925 eV. The largest force on an atom comes out at 4.1 eV/Å. The LUMO energy is -0.6 eV.

Structure (ORCA input):
```
! wB97M-V def2-TZVPD RIJCOSX def2/J DEFGRID3
* xyz 0 1
C -2.00 2.11 -0.49
C 2.84 -1.84 0.81
C -2.01 0.56 -0.75
C -1.18 -0.17 0.34
C 3.02 -0.41 0.62
Br -0.92 -2.09 -0.21
I 4.86 0.12 -0.28
H -1.99 2.62 -1.38
H -1.19 2.29 0.09
H -2.84 2.33 0.00
H 3.82 -2.30 0.95
H 2.25 -2.08 -0.04
H 2.02 -1.88 1.46
H -1.69 0.55 -1.78
H -3.11 0.12 -0.86
H -0.11 0.10 0.32
H -1.78 -0.03 1.19
*
```

A cluster of 2 separate species, C5H10BrI in total in a non-equilibrium geometry. Source: OMol25; level of theory: ωB97M-V with the def2-TZVPD basis set.

The value obtained for the energy is -83488.826 eV. The frontier orbital gap is 9.838 eV. The largest force on an atom comes out at 4.1 eV/Å. The LUMO energy is 0.4 eV. The SMILES is C=C(Br)CCC.I.

Structure (ORCA input):
```
! wB97M-V def2-TZVPD RIJCOSX def2/J DEFGRID3
* xyz 0 1
C 1.84 -0.04 0.90
C 0.75 0.56 0.42
Br 0.45 2.39 0.87
C -0.19 0.07 -0.65
C -1.57 -0.31 0.00
C -1.55 -1.41 1.13
H 2.47 0.33 1.64
H 1.87 -1.13 0.55
H 0.31 -0.78 -1.19
H -0.30 0.77 -1.43
H -2.06 0.51 0.53
H -2.38 -0.60 -0.68
H -1.50 -0.84 2.07
H -0.73 -2.10 0.72
H -2.55 -1.94 1.10
I 2.75 1.49 -3.10
H 2.38 3.02 -2.89
*
```

An isolated molecule of C5H10BrNO2 in a non-equilibrium geometry. Source: OMol25; level of theory: ωB97M-V with the def2-TZVPD basis set.

The value obtained for the energy is -80971.519 eV. The frontier orbital gap is 9.535 eV. The largest force on an atom comes out at 3.1 eV/Å. The LUMO energy is 0.1 eV. The SMILES is O=CCCCOCNBr.

Structure (ORCA input):
```
! wB97M-V def2-TZVPD RIJCOSX def2/J DEFGRID3
* xyz 0 1
O 0.74 -1.18 -3.19
C 0.08 -0.66 -2.32
C 0.28 0.80 -1.97
C -0.32 0.96 -0.54
C 0.78 0.96 0.55
O 0.19 0.79 1.85
C -0.03 -0.51 2.25
N -0.79 -1.20 1.22
Br -2.54 -1.64 1.76
H -0.67 -1.23 -1.87
H -0.33 1.41 -2.67
H 1.35 0.99 -1.80
H -0.98 1.91 -0.35
H -0.81 -0.07 -0.22
H 1.61 0.27 0.28
H 1.34 1.93 0.65
H -0.52 -0.50 3.28
H 1.01 -0.92 2.25
H -0.40 -2.12 0.84
*
```

The ion C5H10ClN4 with charge +1 in a non-equilibrium geometry. Source: OMol25; level of theory: ωB97M-V with the def2-TZVPD basis set.

The value obtained for the energy is -23822.001 eV. The frontier orbital gap is 8.287 eV. The largest force on an atom comes out at 4.2 eV/Å. The LUMO energy is -5.3 eV. The SMILES is C[C@]1(N)[NH+]=CN=C(Cl)[C@@H]1N.

Structure (ORCA input):
```
! wB97M-V def2-TZVPD RIJCOSX def2/J DEFGRID3
* xyz 1 1
C 1.87 0.42 0.27
C 0.50 -0.08 0.55
N 0.21 -0.31 1.93
N 0.36 -1.38 -0.32
C -0.76 -1.73 -0.90
N -1.94 -1.18 -0.53
C -1.90 -0.01 0.07
Cl -3.30 0.56 0.82
C -0.60 0.86 -0.12
N -0.27 1.06 -1.45
H 2.53 -0.30 0.76
H 2.01 1.36 0.70
H 2.05 0.58 -0.80
H -0.63 0.11 2.27
H 1.00 0.11 2.58
H 1.12 -2.12 -0.53
H -0.75 -2.30 -1.86
H -0.62 1.79 0.47
H -0.84 0.53 -2.25
H -0.06 2.03 -1.67
*
```

A cluster of 2 separate species, C5H10ClN4 in total in a non-equilibrium geometry. Source: OMol25; level of theory: ωB97M-V with the def2-TZVPD basis set.

The value obtained for the energy is -23820.732 eV. The frontier orbital gap (alpha / beta) is 8.709 / 8.710 eV. The largest force on an atom comes out at 4.5 eV/Å. The LUMO energy (alpha / beta) is -4.4 / -4.4 eV.

Structure (ORCA input):
```
! wB97M-V def2-TZVPD RIJCOSX def2/J DEFGRID3
* xyz 1 1
C 1.56 -2.34 -1.03
C 1.12 -0.83 0.92
C 0.86 -3.42 -1.32
C -0.82 0.35 -0.93
C -1.42 0.54 1.36
N 1.61 -1.60 0.15
N -0.48 0.50 0.29
N 1.09 -0.75 2.22
N -2.07 0.58 -1.35
Cl 2.69 -1.58 -2.17
H 0.90 -3.93 -2.28
H 0.31 -3.91 -0.59
H -0.03 0.25 -1.73
H -0.93 0.49 2.27
H -2.14 -0.37 1.40
H -2.16 1.43 1.27
H 1.74 -1.30 2.76
H 1.15 0.17 2.53
H -2.84 0.53 -0.74
H -2.15 0.37 -2.31
*
```

> The highest energy belongs to which entry?

C5H10BNO4